1.
Molecular formula: C16H21N2O10P3
Method: DFT, ωB97M-V/def2-TZVPD

XYZ file:
```
52
Properties=species:S:1:pos:R:3:forces:R:3
C -0.4099 3.1865 2.6218 0.04 -0.21 0.12
C -0.2195 1.7708 3.1702 -0.04 0.32 -0.20
C 0.7275 1.7230 4.3483 0.22 -0.13 0.10
O 0.0518 2.2698 5.4894 0.04 -0.20 0.01
C 0.6912 2.2166 6.6841 0.03 -0.09 -0.04
O 0.1474 1.7621 7.6442 -0.03 0.22 0.00
P 2.4513 2.8529 6.9620 0.08 -0.01 0.58
P 2.8714 4.5862 5.6731 0.01 0.23 0.09
O 2.9471 5.7443 6.5544 0.01 -0.09 0.02
O 4.2629 4.2166 4.9541 -0.25 0.05 -0.16
O 1.7967 4.7863 4.5021 0.18 -0.13 -0.08
P 1.2365 -0.0466 4.5801 -0.82 -0.55 -0.45
O 0.2933 -1.0370 4.0111 0.08 0.09 0.10
H 0.3628 3.4067 1.8846 0.05 0.11 0.02
H -0.3740 3.9133 3.4289 -0.11 0.15 0.01
H -1.3698 3.2730 2.1189 -0.02 0.05 -0.06
H 0.1928 1.1296 2.3956 -0.05 -0.13 -0.06
H -1.1666 1.3323 3.4760 0.00 -0.10 0.07
H 1.6277 2.3051 4.1382 0.12 0.04 0.01
H 3.1401 1.8285 6.2745 -0.13 0.04 -0.33
H 4.1939 3.9913 4.0198 0.20 -0.08 0.03
H 2.0561 4.5338 3.6093 -0.17 0.02 -0.03
H 1.4256 -0.2195 5.9645 0.34 0.23 0.00
H 2.5057 -0.0890 3.9694 0.17 0.17 0.26
O 0.4564 1.7078 -0.2425 0.01 -0.03 0.03
N 0.4685 0.4994 -0.0952 -0.05 0.02 -0.03
O 1.2643 -0.0954 0.6042 0.11 0.03 0.03
C -0.5545 -0.2919 -0.7927 -0.02 -0.02 -0.04
C -1.4442 0.3574 -1.6297 -0.05 0.04 -0.06
C -2.3973 -0.3976 -2.2914 -0.05 -0.05 0.08
C -2.4512 -1.7720 -2.0991 0.00 0.00 0.03
C -1.5522 -2.3997 -1.2466 -0.02 0.03 -0.04
C -0.5879 -1.6584 -0.5831 0.00 -0.10 0.02
H -1.3863 1.4267 -1.7644 0.05 0.00 0.03
H -3.0952 0.0819 -2.9625 0.02 0.00 -0.03
H -3.1983 -2.3551 -2.6220 -0.01 0.01 0.00
H -1.6008 -3.4694 -1.0954 0.00 0.00 0.01
H 0.1165 -2.1253 0.0885 0.02 0.05 0.02
O -3.1318 -1.6600 -5.3683 0.00 0.00 0.00
N -1.9198 -1.6834 -5.4741 -0.01 0.00 0.06
O -1.1771 -0.8258 -5.0444 0.03 0.03 -0.10
C -1.3134 -2.8375 -6.1594 0.01 -0.02 -0.01
C -2.1422 -3.8133 -6.6812 -0.06 -0.07 -0.03
C -1.5642 -4.8909 -7.3327 0.05 0.00 0.00
C -0.1830 -4.9763 -7.4490 -0.01 0.02 0.01
C 0.6285 -3.9856 -6.9118 -0.04 -0.03 -0.02
C 0.0639 -2.9014 -6.2596 0.10 0.00 0.00
H -3.2135 -3.7290 -6.5802 0.00 0.06 0.02
H -2.1943 -5.6636 -7.7510 0.00 0.00 0.00
H 0.2630 -5.8184 -7.9613 0.00 -0.01 0.00
H 1.7038 -4.0551 -7.0014 0.01 0.00 0.00
H 0.6774 -2.1207 -5.8361 -0.05 0.04 0.02
```
Forces are in eV/Å.

The net charge is 0. Its SMILES is CC[C@@H](OC(=O)PP(=O)(O)O)[PH2]=O.O=[N+]([O-])c1ccccc1.O=[N+]([O-])c1ccccc1.

Okay, here come the Mulliken numbers, in e, for every atom:
1 C -1.260
2 C -0.066
3 C 0.374
4 O -0.336
5 C 0.567
6 O -0.460
7 P -0.051
8 P 0.904
9 O -0.586
10 O -0.504
11 O -0.463
12 P 0.489
13 O -0.624
14 H 0.234
15 H 0.424
16 H 0.329
17 H -0.167
18 H 0.438
19 H -0.053
20 H 0.054
21 H 0.333
22 H 0.310
23 H 0.080
24 H 0.049
25 O -0.607
26 N 1.008
27 O -0.611
28 C 0.243
29 C -0.308
30 C -0.600
31 C -0.432
32 C -0.568
33 C -0.375
34 H 0.466
35 H 0.384
36 H 0.491
37 H 0.396
38 H 0.481
39 O -0.601
40 N 1.044
41 O -0.580
42 C 0.193
43 C -0.378
44 C -0.444
45 C -0.414
46 C -0.452
47 C -0.379
48 H 0.450
49 H 0.371
50 H 0.380
51 H 0.370
52 H 0.456

2.
Molecular formula: C31H18AuBrN4O3
Method: DFT, ωB97M-V/def2-TZVPD

XYZ file:
```
58
Properties=species:S:1:pos:R:3:forces:R:3
Au -2.0134 0.8197 -1.9160 0.41 -0.13 0.09
Br 3.9766 -1.5913 3.0204 0.06 0.01 -0.03
C 2.1777 -1.7903 3.5607 -0.07 0.02 -0.04
C 1.2304 -2.2107 2.6370 0.02 -0.16 0.06
C -0.0891 -2.3472 3.0271 -0.04 -0.23 -0.04
C -0.4744 -2.0507 4.3353 -0.22 1.28 0.06
C 0.4973 -1.6676 5.2525 0.05 0.15 0.05
C 1.8220 -1.5220 4.8696 -0.04 -0.05 0.09
N -1.8107 -2.1064 4.8475 0.54 -2.37 -0.80
N -2.7927 -2.2729 4.0731 -0.82 1.96 1.52
C -2.9798 -1.5740 2.8855 0.56 -0.61 -0.91
C -3.8853 -2.1462 2.0181 0.04 -0.13 -0.13
C -4.0141 -1.7319 0.6869 -0.21 -0.08 0.15
C -3.2683 -0.6843 0.2053 0.19 0.03 -0.04
O -3.3971 -0.3280 -1.0656 0.09 0.26 0.00
C -2.4191 0.0306 1.1277 -0.08 -0.05 -0.21
N -1.7595 1.1056 0.6395 -0.21 0.22 0.05
C -1.0497 1.8468 1.4489 0.06 -0.05 0.04
C -0.9423 1.5725 2.8234 0.03 0.05 -0.04
C -1.5607 0.4626 3.3225 -0.09 0.04 0.06
C -2.3079 -0.3770 2.4677 0.09 -0.01 0.27
H 1.5287 -2.4338 1.6215 -0.01 -0.01 -0.02
H -0.8212 -2.6989 2.3136 0.02 0.05 -0.07
H 0.1893 -1.4537 6.2681 0.01 -0.03 0.01
H 2.5701 -1.2036 5.5819 0.00 -0.01 0.01
H -4.4488 -2.9941 2.3860 0.02 -0.05 -0.06
H -4.6910 -2.2345 0.0100 0.00 -0.03 0.02
H -0.5536 2.7067 1.0119 0.02 0.00 0.01
H -0.3789 2.2331 3.4674 0.00 0.01 -0.01
H -1.5029 0.2445 4.3799 0.00 0.01 -0.05
O -2.2599 3.3303 -1.7205 -0.07 -0.06 -0.02
C -1.2102 3.2917 -2.3645 -0.07 0.06 -0.01
N -0.7710 2.0945 -2.8251 -0.01 -0.16 -0.03
C 0.4426 2.2159 -3.5166 -0.10 0.14 0.10
O 1.0858 1.3497 -4.0351 0.00 -0.05 0.01
C 0.7574 3.6947 -3.4608 0.13 -0.10 -0.06
C 1.8494 4.3753 -3.9526 -0.03 0.00 0.01
C 1.9201 5.7417 -3.6886 -0.03 0.02 0.02
C 0.9209 6.3922 -2.9689 0.02 -0.04 -0.02
C -0.1886 5.6981 -2.4917 0.01 0.03 -0.06
C -0.2403 4.3456 -2.7528 -0.10 -0.02 0.10
H 2.6197 3.8609 -4.5111 0.02 0.00 0.02
H 2.7721 6.3087 -4.0398 -0.01 0.01 -0.02
H 1.0127 7.4519 -2.7724 -0.01 0.01 -0.02
H -0.9747 6.1954 -1.9401 0.01 -0.01 0.02
C -0.8734 -0.7105 -2.1929 -0.11 0.17 -0.14
C 0.0481 -1.4808 -2.2241 -0.04 -0.16 -0.01
C 1.1399 -2.4114 -2.2903 -0.06 0.07 0.05
C 2.1399 -2.2360 -3.2453 0.02 0.04 -0.03
C 3.2068 -3.1178 -3.2956 0.01 -0.01 0.00
C 3.2864 -4.1724 -2.3963 0.00 0.00 0.01
C 2.2937 -4.3468 -1.4412 0.02 0.00 -0.01
C 1.2227 -3.4707 -1.3874 -0.03 -0.02 0.03
H 2.0693 -1.4001 -3.9290 0.01 -0.01 -0.01
H 3.9815 -2.9805 -4.0384 0.00 0.01 0.00
H 4.1226 -4.8579 -2.4379 0.01 0.00 0.00
H 2.3551 -5.1670 -0.7381 0.00 0.00 0.00
H 0.4399 -3.5979 -0.6504 0.00 -0.02 0.00
```
Forces are in eV/Å.

The net charge is 0.

Okay, here come the Mulliken numbers, in e, for every atom:
1 Au 0.911
2 Br -0.190
3 C 0.009
4 C -0.424
5 C -0.038
6 C -0.366
7 C -0.041
8 C -0.438
9 N -0.623
10 N -0.376
11 C -0.236
12 C -0.283
13 C -0.733
14 C 0.844
15 O -0.894
16 C 0.101
17 N -0.335
18 C -0.197
19 C -1.068
20 C -0.413
21 C 0.890
22 H 0.437
23 H 0.490
24 H 0.488
25 H 0.427
26 H 0.445
27 H 0.460
28 H 0.484
29 H 0.410
30 H 0.684
31 O -0.718
32 C 0.861
33 N -0.083
34 C -0.085
35 O -0.576
36 C 0.375
37 C -0.374
38 C -0.461
39 C -0.439
40 C -0.603
41 C 0.189
42 H 0.490
43 H 0.394
44 H 0.397
45 H 0.499
46 C -0.737
47 C 0.599
48 C 0.055
49 C -0.510
50 C -0.511
51 C -0.400
52 C -0.591
53 C -0.461
54 H 0.497
55 H 0.395
56 H 0.384
57 H 0.399
58 H 0.594

3.
Molecular formula: C7H9O5PY
Method: DFT, ωB97M-V/def2-TZVPD

XYZ file:
```
23
Properties=species:S:1:pos:R:3:forces:R:3
O -0.7411 3.9374 0.6094 3.42 -3.33 -0.75
C 0.0905 3.1538 0.4821 -5.18 5.23 0.50
Y 1.7398 1.5635 0.8019 -1.74 -1.64 -0.28
O 4.0141 3.3757 3.0286 0.78 0.62 0.75
C 3.3696 2.9003 2.2734 -0.35 -0.31 -0.24
C 1.7695 2.1270 -1.8262 0.58 1.89 -6.61
O 1.8318 2.4165 -2.9605 -0.45 -1.79 6.71
C 3.1494 0.0030 -0.1547 5.10 -5.37 -1.67
O 3.8976 -0.8482 -0.3604 -3.36 3.68 0.69
C -2.0029 -2.3975 0.7474 0.96 -1.04 2.60
P -0.9076 -1.0201 0.2226 -2.05 -0.14 -4.47
C -0.0933 -2.0374 -1.0668 0.11 1.36 -0.18
C -2.2883 0.1343 -0.0731 0.18 -0.10 -0.36
O 0.1853 0.1540 0.1710 2.73 1.16 3.48
H -2.8631 -2.2914 0.0615 0.57 0.28 0.21
H -2.3061 -2.2853 1.7976 -0.33 -0.49 -0.35
H -1.4828 -3.3476 0.5451 -0.30 0.32 0.56
H -0.8446 -2.7201 -1.4546 0.31 -0.17 -0.31
H 0.3257 -1.3618 -1.8364 -0.32 -0.61 0.12
H 0.7481 -2.5855 -0.5991 -0.54 0.03 -0.07
H -2.1764 0.9885 0.6125 -0.09 -0.25 -0.20
H -2.1463 0.4795 -1.1021 -0.43 0.21 0.08
H -3.2690 -0.3387 0.0807 0.41 0.46 -0.21
```
Forces are in eV/Å.

The net charge is +3. The calculation puts the relative energy (zero: lowest compared OMol25 entry of this formula, charge and spin) at 0.0 kcal per mole.

Okay, here come the Mulliken numbers, in e, for every atom:
1 O 0.084
2 C 0.160
3 Y 1.324
4 O 0.159
5 C 0.053
6 C 0.284
7 O -0.034
8 C 0.156
9 O 0.070
10 C -1.224
11 P 0.869
12 C -1.258
13 C -1.078
14 O -0.156
15 H 0.487
16 H 0.408
17 H 0.440
18 H 0.482
19 H 0.355
20 H 0.390
21 H 0.258
22 H 0.357
23 H 0.416

4.
Molecular formula: C4H18NO5
Method: DFT, ωB97M-V/def2-TZVPD

XYZ file:
```
28
Properties=species:S:1:pos:R:3:forces:R:3
O 0.2756 2.1793 0.4310 -0.46 0.30 0.66
C -0.4533 1.5388 1.1178 1.15 0.01 -1.19
C -0.9284 0.1932 0.4935 -1.74 -1.62 0.24
N -0.8163 -0.0229 -0.9569 1.57 0.51 -0.25
C 0.6257 -0.0711 -1.3865 0.84 0.76 -0.05
C -2.3644 -0.0309 0.9586 -0.45 -0.22 0.46
H -0.7505 1.7120 2.1632 0.04 0.28 0.11
H -0.2104 -0.5003 0.9651 0.01 0.09 0.23
H -1.1124 -1.0076 -1.1839 -0.92 -0.21 0.52
H -1.2973 0.6931 -1.5154 -0.17 -0.12 -0.23
H 0.9098 0.9552 -1.6567 0.16 -0.57 0.25
H 0.7892 -0.6908 -2.2644 -0.45 -0.08 -0.05
H 1.1969 -0.4881 -0.5569 0.08 0.07 -0.09
H -3.1051 0.4787 0.3490 0.05 0.12 -0.25
H -2.5683 0.2504 1.9916 0.33 0.18 0.05
H -2.5762 -1.1051 0.9343 0.19 -0.02 -0.33
H 2.6486 -0.0627 3.0567 0.24 -0.59 -0.81
H 2.8636 1.0222 2.1162 0.43 -0.15 -0.59
O 2.7522 0.0578 2.0833 -0.78 0.85 1.41
H 0.2308 2.5885 -3.3907 -0.44 0.11 0.55
H -0.1023 2.8881 -1.8679 0.00 0.23 -1.12
O -0.3757 2.3757 -2.6530 0.21 0.02 0.53
H 1.7823 -2.6338 1.7516 0.41 -0.06 1.00
H 2.5431 -2.2575 0.4465 -0.51 -0.47 0.66
O 1.7180 -2.6416 0.8104 -0.16 0.60 -1.80
H -1.4936 -3.4685 -1.0603 -0.96 -0.15 -0.50
H -0.3677 -2.8731 -0.4031 0.36 0.39 0.48
O -1.2636 -2.6167 -0.6799 0.96 -0.27 0.08
```
Forces are in eV/Å.

Its multiplicity is 2. The net charge is +2. The calculation puts the relative energy (zero: lowest compared OMol25 entry of this formula, charge and spin) at 0.0 kcal per mole.

Okay, here come the Mulliken numbers, in e, for every atom:
1 O -0.061
2 C -0.119
3 C 0.565
4 N -0.067
5 C -0.789
6 C -1.334
7 H 0.421
8 H 0.177
9 H 0.411
10 H 0.477
11 H 0.349
12 H 0.417
13 H 0.236
14 H 0.415
15 H 0.471
16 H 0.371
17 H 0.340
18 H 0.290
19 O -0.592
20 H 0.338
21 H 0.327
22 O -0.632
23 H 0.302
24 H 0.319
25 O -0.618
26 H 0.316
27 H 0.280
28 O -0.611

5.
Molecular formula: C22H39Si4
Method: DFT, ωB97M-V/def2-TZVPD

XYZ file:
```
65
Properties=species:S:1:pos:R:3:forces:R:3
C -0.1115 5.8190 -2.5811 0.44 0.51 0.30
Si -1.1629 5.6131 -1.0457 -0.36 -0.38 -0.31
C -0.1402 5.3308 0.4777 0.23 0.02 -0.02
C -2.3467 7.0419 -0.8203 -0.03 -0.02 -0.11
Si -1.8830 3.7160 -2.1254 -2.32 -0.51 3.13
H -5.0306 3.6869 1.5011 0.93 -0.70 -0.45
Si -3.8439 3.8277 -3.3194 0.33 0.12 0.20
C -2.7070 4.0719 -4.7878 -0.50 -0.14 -0.48
C -4.8186 2.2470 -3.4529 0.05 -0.10 -0.12
C -4.9653 5.3092 -3.0868 0.13 0.07 0.02
Si -1.0395 1.6551 -1.5155 -0.92 1.49 -0.13
C -0.0026 2.0140 -3.0301 0.47 -0.81 0.09
C -0.0756 1.6200 0.0625 0.26 -0.31 -0.23
C -2.1841 0.2145 -1.7148 0.39 -0.21 -0.11
H 0.3941 6.7636 -2.3725 0.44 0.06 -0.65
H 0.6162 5.0066 -2.6898 0.10 0.35 0.02
H -0.6991 5.8878 -3.4985 0.15 0.28 0.06
H 0.2994 6.3171 0.6883 0.05 -0.27 0.21
H -0.7171 5.0014 1.3493 0.06 0.15 -0.18
H 0.6698 4.6096 0.3089 -0.15 0.28 0.05
H -1.6857 7.8923 -0.5772 -0.38 -0.09 -0.04
H -2.9080 7.2760 -1.7372 0.24 -0.01 0.30
H -3.0660 6.9019 0.0019 0.31 0.04 -0.23
H -3.4161 4.1936 -5.6083 0.46 0.09 -0.56
H -2.0727 4.9545 -4.6936 -0.18 0.06 -0.23
H -2.0672 3.1996 -4.9632 -0.23 0.13 -0.23
H -5.5389 2.4340 -4.2636 0.03 -0.24 0.19
H -4.1887 1.3931 -3.7332 -0.20 0.24 -0.02
H -5.3673 1.9812 -2.5413 0.08 0.13 -0.20
H -5.6877 5.2334 -3.9156 0.07 0.20 0.25
H -5.5203 5.3296 -2.1372 0.20 -0.06 -0.36
H -4.4140 6.2552 -3.1824 -0.20 -0.25 -0.05
H 0.5981 1.0997 -3.0329 0.55 0.24 -0.83
H -0.5987 2.1046 -3.9438 0.27 -0.30 0.03
H 0.6226 2.9052 -2.9144 0.18 -0.35 -0.05
H 0.4669 0.6639 -0.0439 0.08 0.29 0.49
H 0.6412 2.4431 0.1543 -0.11 -0.29 -0.05
H -0.7087 1.5922 0.9548 0.12 -0.09 -0.18
H -1.4689 -0.6276 -1.6891 -0.57 -0.11 -0.04
H -2.9025 0.1184 -0.8937 0.22 -0.03 -0.13
H -2.7235 0.2117 -2.6684 0.22 -0.08 0.23
C -5.6433 4.5083 1.1941 -0.02 0.71 -0.51
C -5.4388 5.4582 2.3606 0.54 -0.04 0.00
C -4.0917 5.8053 2.6558 -0.93 -0.22 0.01
C -3.8275 6.5554 3.7891 -0.28 0.51 0.37
C -4.8704 6.9135 4.6555 -1.25 -0.48 -0.39
C -6.2028 6.5116 4.3876 0.85 0.31 -0.41
C -6.4788 5.8417 3.1994 -0.11 -0.48 -0.21
C -6.9762 3.8958 0.8728 0.85 -1.12 -0.28
C -7.2653 3.5348 -0.4614 -1.01 0.51 0.36
C -8.5482 3.0552 -0.7588 -0.09 -0.19 0.47
C -9.4538 2.8184 0.2939 -0.08 0.06 0.36
C -9.0555 2.9571 1.6360 0.55 -0.19 -0.14
C -7.7469 3.3857 1.9109 -0.98 0.45 -0.17
H -5.2888 5.0067 0.2706 0.29 -0.45 0.38
H -3.2639 5.4391 2.0268 -0.51 0.22 0.21
H -2.8202 6.9059 4.0148 -0.18 -0.23 -0.05
H -4.7029 7.5072 5.5367 0.30 0.03 0.18
H -7.0436 6.7100 5.0480 0.40 0.25 0.10
H -7.4961 5.4954 2.9265 0.77 0.64 0.45
H -6.5263 3.6489 -1.2648 -0.37 0.30 0.43
H -8.8627 2.8838 -1.7969 0.22 -0.04 0.52
H -10.4784 2.4863 0.0995 0.43 0.17 -0.12
H -9.7187 2.7506 2.4904 0.22 -0.14 -0.71
H -7.3348 3.4158 2.9270 -0.49 0.06 -0.40
```
Forces are in eV/Å.

The net charge is +1.

Okay, here come the Mulliken numbers, in e, for every atom:
1 C -1.433
2 Si 1.036
3 C -1.090
4 C -0.989
5 Si -1.375
6 H 0.461
7 Si 1.375
8 C -1.501
9 C -1.219
10 C -1.209
11 Si 0.729
12 C -1.339
13 C -0.964
14 C -0.967
15 H 0.467
16 H 0.418
17 H 0.383
18 H 0.411
19 H 0.330
20 H 0.340
21 H 0.413
22 H 0.310
23 H 0.256
24 H 0.461
25 H 0.406
26 H 0.408
27 H 0.427
28 H 0.356
29 H 0.357
30 H 0.435
31 H 0.351
32 H 0.368
33 H 0.482
34 H 0.383
35 H 0.390
36 H 0.362
37 H 0.304
38 H 0.321
39 H 0.365
40 H 0.321
41 H 0.309
42 C -0.196
43 C 0.588
44 C -0.699
45 C -0.580
46 C -0.573
47 C -0.817
48 C -0.042
49 C 0.227
50 C -0.115
51 C -0.763
52 C -0.446
53 C -0.678
54 C -0.676
55 H -0.142
56 H 0.413
57 H 0.380
58 H 0.396
59 H 0.392
60 H 0.640
61 H 0.197
62 H 0.392
63 H 0.361
64 H 0.368
65 H 0.723

F_max / eV/A: 1.1, 2.6, 7.6, 2.4, 3.9
DFT total energy / eV: -68250.1222, -118272.1017, -27942.3894, -16147.3758, -54950.7000